Computed, not measured: C37H30BrCdFN6O5 as an isolated structure, with the ωB97M-V functional and the def2-TZVPD basis.

Net charge   0
DFT total energy   -135355.747 eV
LUMO level   -1.70 eV
Frontier orbital gap   5.5213 eV

Last column: Löwdin charge in e.
Atoms and positions in Å:
Cd  0.2660  -0.6977  3.2203  1.3892
F  2.4179  -0.0892  -4.0160  0.0686
C  1.5155  0.6598  -3.3402  -0.1989
C  1.4339  0.5779  -1.9763  0.0874
C  0.5193  1.3603  -1.2664  -0.0400
C  0.3186  1.1244  0.1867  -0.3241
O  1.0364  0.3390  0.8018  -0.0018
C  -0.7553  1.9090  0.7592  -0.0267
C  -1.3487  2.8842  0.0445  0.0369
N  -1.1237  3.1210  -1.2875  -0.0023
C  -1.7679  4.2090  -1.9662  -0.2653
C  -2.9778  3.9652  -2.8344  -0.1082
C  -3.1089  4.7120  -1.5418  -0.0805
C  -0.2569  2.2987  -1.9698  -0.1241
C  -0.1748  2.3370  -3.3693  0.0560
C  0.6820  1.5101  -4.0728  -0.1607
N  0.6897  1.5176  -5.4803  -0.1306
C  0.6766  2.7299  -6.2458  -0.1173
C  -0.6683  2.8228  -7.0197  -0.0784
N  -1.2855  1.4673  -6.9681  0.0516
C  -0.3085  0.4247  -7.3968  -0.0707
C  0.7522  0.3124  -6.2738  -0.1147
C  -1.4079  1.5682  2.1295  -0.6579
O  -1.8367  2.5233  2.7612  0.0282
O  -1.5143  0.3310  2.4033  -0.1520
H  2.0716  -0.0965  -1.4204  0.1418
H  -2.0593  3.5234  0.5497  0.1370
H  -1.0620  4.9546  -2.3211  0.1538
H  -3.3756  2.9593  -2.8622  0.1109
H  -3.0720  4.5074  -3.7674  0.0928
H  -3.6284  4.2185  -0.7344  0.1090
H  -3.2692  5.7795  -1.5718  0.1094
H  -0.8258  3.0120  -3.9081  0.0990
H  1.5127  2.7342  -6.9551  0.1334
H  0.7954  3.5855  -5.5855  0.1352
H  -0.5174  3.1127  -8.0579  0.1319
H  -1.3555  3.5314  -6.5596  0.1280
H  -2.1470  1.4288  -7.5104  0.1877
H  -1.4909  1.2697  -5.9803  0.1864
H  0.1316  0.7401  -8.3422  0.1340
H  -0.8229  -0.5244  -7.5390  0.1381
H  1.7391  0.1580  -6.7244  0.1347
H  0.5254  -0.5378  -5.6365  0.1305
Br  0.4688  -7.5364  3.5930  0.6580
C  0.4435  -5.6218  3.5460  -0.7134
C  -0.7503  -4.9654  3.3100  -0.1565
C  -0.7371  -3.5802  3.2125  -0.1748
C  0.4404  -2.8306  3.3047  -0.2841
C  1.6110  -3.5387  3.5826  -0.1777
C  1.6244  -4.9251  3.7125  -0.1838
H  -1.6728  -5.5220  3.2090  0.0913
H  -1.6820  -3.0680  3.0570  0.0871
H  2.5490  -3.0054  3.6986  0.0839
H  2.5379  -5.4566  3.9506  0.0923
O  2.9984  1.4893  5.3437  0.0573
C  1.9907  0.9671  5.7732  -0.4611
N  1.0336  0.3159  5.0396  0.0261
C  0.0401  -0.1454  5.8436  -0.4984
O  -0.9053  -0.8239  5.4548  -0.0091
C  0.3366  0.2543  7.2549  -0.0926
C  -0.3446  0.0520  8.4350  -0.0073
C  0.2536  0.5093  9.6071  -0.0841
C  1.4937  1.1340  9.5800  -0.0851
C  2.1699  1.3438  8.3795  -0.0124
C  1.5645  0.9064  7.2220  -0.0899
H  -1.3053  -0.4449  8.4384  0.1164
H  -0.2532  0.3732  10.5540  0.0975
H  1.9433  1.4595  10.5096  0.0970
H  3.1390  1.8238  8.3431  0.1147
N  -1.5444  -2.6157  -3.6899  0.1309
C  -0.8825  -3.0269  -2.8435  -0.2043
C  -0.0677  -3.5295  -1.8016  -0.2196
C  0.7511  -4.6449  -1.9982  -0.0210
C  1.5137  -5.0958  -0.9393  -0.0364
C  1.4533  -4.4005  0.2650  -0.0916
N  0.6798  -3.3393  0.4518  0.1118
C  -0.0749  -2.9203  -0.5408  -0.0729
H  0.7886  -5.1271  -2.9655  0.1170
H  2.1430  -5.9683  -1.0411  0.1077
H  2.0478  -4.6960  1.1206  0.1035
H  -0.7182  -2.0739  -0.3272  0.1264

Force components x, y, z for each atom (eV/Å):
0.0 -0.1 -0.4
0.0 0.0 0.0
0.0 0.0 0.1
-0.1 -0.1 0.0
-0.1 0.0 -0.2
0.1 0.2 0.0
-0.2 0.0 0.0
-0.3 -0.8 0.5
0.2 0.0 0.1
-0.2 0.1 0.2
0.0 0.2 -0.2
0.0 -0.1 -0.1
0.0 0.0 0.1
0.2 -0.3 -0.1
0.0 0.2 -0.1
0.0 0.0 0.3
0.1 0.0 0.0
0.0 0.0 -0.1
0.3 0.5 0.1
-0.2 -0.1 0.0
0.4 -0.4 -0.1
0.1 0.1 0.1
0.1 0.5 -0.1
-0.2 0.1 0.0
0.4 0.1 -0.3
0.0 -0.1 0.0
0.0 0.0 -0.1
-0.1 0.0 0.0
0.0 0.0 0.1
0.1 0.1 0.0
0.0 -0.1 0.0
0.1 0.0 0.0
0.0 0.0 -0.1
0.0 0.0 0.0
0.0 0.0 -0.1
-0.1 -0.2 -0.1
-0.1 -0.1 0.0
0.0 0.0 0.1
-0.1 0.0 -0.1
-0.1 0.1 0.0
-0.1 0.1 0.0
-0.1 -0.1 0.0
0.0 -0.1 0.0
0.0 0.1 0.1
0.0 -0.2 -0.1
-0.1 0.1 0.0
0.0 0.0 0.1
0.0 -0.2 0.0
-0.1 0.1 0.0
0.1 -0.1 0.1
0.0 0.0 0.0
0.0 -0.1 0.0
0.0 0.0 0.0
0.0 0.0 -0.1
0.0 0.0 0.1
0.2 0.0 -0.1
-0.2 0.1 -0.4
-0.1 -0.1 0.5
0.0 0.3 0.2
0.3 0.2 0.1
0.0 0.0 -0.1
-0.1 0.0 0.0
0.1 0.0 0.0
0.0 0.0 -0.1
-0.3 -0.1 0.1
0.0 0.0 0.0
0.0 0.0 0.0
0.0 0.0 0.0
0.0 0.0 0.0
0.0 0.1 -0.2
-0.4 0.2 -0.5
0.4 -0.3 0.6
0.0 0.1 0.0
-0.1 0.0 0.0
0.0 0.0 -0.1
0.2 0.0 0.0
-0.1 0.0 -0.3
0.0 -0.1 0.0
0.0 0.0 0.0
0.0 -0.1 0.0
0.0 0.1 -0.1

---

Computed, not measured: C37H30Cl3N4O5RhTe as an isolated structure in a non-equilibrium geometry, with the ωB97M-V functional and the def2-TZVPD basis.

Net charge   +1
⟨S²⟩   0.758
DFT total energy   -102914.572 eV
LUMO level (alpha / beta)   -3.99 / -4.27 eV
Frontier orbital gap (alpha / beta)   6.2453 / 7.0794 eV
Spin multiplicity   2
Relative energy (zero: lowest compared OMol25 entry of this formula, charge and spin)   5.0 kcal per mole

Last column: Mulliken spin population.
Atoms and positions in Å:
Rh  0.8072  -0.8681  -2.4610  0.0165
O  6.2130  1.9905  1.7077  0.0000
N  6.1553  1.2318  0.7698  0.0000
O  7.0592  0.5260  0.3797  0.0000
C  4.8556  1.1263  0.0722  0.0017
C  4.0701  2.2231  0.1239  -0.0027
C  2.8137  2.2542  -0.5588  -0.0036
C  1.9648  3.3765  -0.6076  -0.0081
C  0.8014  3.3023  -1.3295  -0.0028
C  0.4653  2.1078  -1.9823  0.0240
N  1.2379  1.0416  -1.9174  0.0520
C  2.4047  1.1083  -1.2298  -0.0161
C  3.2209  -0.0676  -1.2300  -0.0084
N  2.6974  -1.1483  -1.8604  -0.0081
C  3.3985  -2.2548  -1.9652  -0.0013
C  4.6808  -2.3471  -1.4123  0.0014
C  5.2150  -1.2854  -0.7291  -0.0014
C  4.4781  -0.0836  -0.6236  0.0013
H  4.4105  3.0898  0.6736  0.0000
H  2.2411  4.2840  -0.0867  -0.0001
H  0.1317  4.1463  -1.3978  -0.0008
H  -0.4411  2.0033  -2.5652  -0.0054
H  2.9221  -3.0822  -2.4755  -0.0005
H  5.2334  -3.2692  -1.5140  0.0002
H  6.1931  -1.3614  -0.2841  -0.0001
Cl  -0.5660  -2.6600  -6.6978  0.0000
C  -1.1018  -1.1594  -5.9498  -0.0001
Cl  -0.8106  0.2148  -7.0356  0.0000
Cl  -2.8174  -1.2604  -5.5606  0.0001
C  -0.2619  -0.8857  -4.6899  0.0037
O  -0.8338  -0.3711  -3.6755  0.0013
O  0.9508  -1.1518  -4.6864  0.0050
C  -0.8452  5.9953  2.5159  -0.0028
C  -0.7720  4.5287  2.2009  0.0389
C  0.1349  3.6981  2.8448  -0.0221
C  0.2068  2.3384  2.5699  -0.0741
C  1.2170  1.5062  3.3163  0.0241
C  -0.6708  1.7905  1.6184  0.1087
Te  -0.4247  -0.3024  1.3238  0.7625
N  0.4488  -1.5262  -0.6320  0.1448
C  0.0553  -2.6947  -1.0872  0.0338
O  0.1386  -2.8124  -2.3877  0.0190
C  -0.4742  -3.7811  -0.2453  -0.0200
C  -0.0861  -3.8897  1.0873  -0.0024
C  -0.6478  -4.8686  1.8908  -0.0022
C  -1.5964  -5.7352  1.3634  0.0015
C  -1.9723  -5.6344  0.0303  0.0004
C  -1.4094  -4.6611  -0.7789  -0.0013
C  -2.4009  -0.9051  0.8878  0.0250
C  -2.7494  -1.3318  -0.3889  -0.0044
C  -4.0491  -1.7277  -0.6532  -0.0008
C  -4.9937  -1.6952  0.3620  0.0029
C  -4.6364  -1.2737  1.6316  0.0039
C  -3.3342  -0.8734  1.9270  -0.0450
C  -2.9979  -0.4031  3.3151  0.0564
C  -1.5570  2.6187  0.9079  -0.0769
C  -2.4579  2.1461  -0.1967  0.0076
C  -1.5991  3.9690  1.2358  -0.0202
H  -0.2675  6.2391  3.4053  0.0000
H  -1.8767  6.3058  2.6805  0.0021
H  -0.4557  6.5900  1.6875  0.0037
H  0.7973  4.1145  3.5946  0.0002
H  1.8233  2.1375  3.9625  0.0008
H  1.8970  0.9834  2.6376  0.0051
H  0.7342  0.7537  3.9430  -0.0081
H  0.6722  -3.2226  1.4819  0.0026
H  -0.3397  -4.9637  2.9233  0.0000
H  -2.0367  -6.4985  1.9907  0.0001
H  -2.7056  -6.3162  -0.3783  0.0001
H  -1.6908  -4.5675  -1.8197  0.0000
H  -2.0245  -1.3406  -1.1927  0.0014
H  -4.3173  -2.0545  -1.6490  0.0004
H  -6.0121  -2.0016  0.1657  0.0001
H  -5.3785  -1.2567  2.4200  0.0004
H  -3.8111  -0.6273  4.0027  0.0035
H  -2.8308  0.6770  3.3358  -0.0118
H  -2.0972  -0.8881  3.6981  -0.0086
H  -1.9808  1.3937  -0.8196  -0.0028
H  -2.7422  2.9854  -0.8311  0.0020
H  -3.3750  1.7036  0.1952  0.0037
H  -2.2980  4.6073  0.7058  -0.0001

Force components x, y, z for each atom (eV/Å):
0.7 -0.6 -0.9
0.0 0.2 0.0
-0.2 -0.4 0.2
0.1 0.0 -0.2
-0.1 0.1 -0.1
0.0 0.0 0.0
0.0 0.0 0.0
0.0 0.0 0.0
0.0 0.0 0.0
0.0 0.0 0.0
0.3 0.0 -0.1
0.0 0.0 0.0
0.0 0.0 0.0
0.0 0.0 0.1
0.0 -0.1 0.0
0.0 0.0 0.0
0.0 0.0 0.0
0.1 0.0 0.0
0.0 0.0 0.0
0.0 0.0 0.0
0.0 0.0 0.0
0.0 0.0 0.0
0.0 0.0 0.0
0.0 0.0 0.0
0.0 0.0 0.0
0.0 0.0 0.0
0.0 0.0 0.0
0.0 0.0 0.0
0.0 0.0 0.0
-0.2 0.2 0.0
-0.4 -0.4 0.3
0.0 0.4 0.3
0.0 0.0 0.0
0.0 0.0 0.0
0.0 0.0 0.0
0.0 0.0 0.0
0.0 0.0 0.0
-0.1 0.1 -0.1
0.0 -0.1 -0.1
-0.6 0.0 0.1
0.1 0.2 -0.1
0.3 0.1 0.4
0.0 0.0 -0.1
0.0 0.0 0.0
0.0 0.0 0.0
0.0 0.0 0.0
0.0 0.0 0.0
0.0 0.0 0.0
0.0 0.1 0.0
0.0 0.1 -0.1
0.0 0.0 0.0
0.0 0.0 0.0
0.0 0.0 0.0
-0.1 0.0 0.0
0.0 0.0 0.0
0.1 0.0 0.1
-0.1 -0.1 0.1
0.0 0.0 0.0
0.0 0.0 0.0
0.0 0.0 0.0
0.0 0.0 0.0
0.0 0.0 0.0
0.0 0.0 0.0
0.0 0.0 0.0
0.0 0.0 0.0
0.0 0.0 0.0
0.0 0.0 0.0
0.0 0.0 0.0
0.0 0.0 0.0
0.0 0.0 0.0
0.0 0.1 0.0
0.0 0.0 0.0
0.0 0.0 0.0
0.0 0.0 0.0
0.0 0.0 0.0
0.0 0.0 0.0
0.0 0.0 0.0
0.0 -0.1 -0.1
0.0 0.0 0.0
0.0 -0.1 0.0
0.0 0.0 0.0

---

Computed, not measured: C37H30Co2F3NO5P as an isolated structure in a non-equilibrium geometry, with the ωB97M-V functional and the def2-TZVPD basis.

Net charge   -1
DFT total energy   -143277.344 eV
LUMO level   2.57 eV
Frontier orbital gap   5.3347 eV

Last column: Löwdin charge in e.
Atoms and positions in Å:
O  2.9677  3.2704  0.3952  0.0999
C  2.0900  2.6739  0.8258  -0.1371
Co  0.7852  1.5316  1.2079  0.0240
C  1.4528  0.6881  2.5912  -0.1614
O  1.8035  0.0964  3.5252  0.0996
C  -0.3174  2.4526  2.1920  -0.1741
O  -1.0710  3.0917  2.8021  0.0816
C  -0.2456  0.9846  -0.3161  -0.2751
C  0.8807  0.1228  -0.0857  -0.3385
C  2.1457  0.0168  -0.6194  -0.0709
C  3.2838  -0.5119  0.0871  -0.2380
C  4.5823  -0.0377  -0.2228  -0.0533
C  5.6666  -0.4030  0.5691  -0.1090
C  5.4768  -1.2803  1.6515  -0.1177
C  4.2034  -1.7758  1.9556  -0.0890
C  3.1230  -1.3962  1.1672  -0.0556
Co  -0.8865  -0.5595  0.3672  -0.0435
C  -0.4799  -1.8674  1.4297  -0.2149
O  -0.1115  -2.7618  2.0671  0.0795
C  -1.5981  -1.2968  -1.0339  -0.1841
O  -1.9420  -1.8157  -2.0233  0.0717
P  -2.7803  0.1957  1.3033  1.0909
C  -2.8635  0.3791  3.1374  -0.3170
C  -3.9854  0.7772  3.8869  -0.0888
C  -3.9058  0.8860  5.2833  -0.0917
C  -2.7243  0.5827  5.9621  -0.0951
C  -1.6188  0.1557  5.2364  -0.0684
C  -1.7088  0.0521  3.8507  -0.1091
C  -3.3060  1.8083  0.6127  -0.3267
C  -3.6099  2.9623  1.3499  -0.0911
C  -3.8134  4.1846  0.7065  -0.0857
C  -3.7673  4.2769  -0.6834  -0.0985
C  -3.5057  3.1342  -1.4333  -0.0828
C  -3.2951  1.9151  -0.7869  -0.1204
C  -4.1921  -0.9191  0.9311  -0.3180
C  -5.3028  -0.5655  0.1497  -0.0789
C  -6.2393  -1.5272  -0.2431  -0.0921
C  -6.1018  -2.8525  0.1650  -0.1054
C  -5.0211  -3.2160  0.9678  -0.0868
C  -4.0896  -2.2522  1.3580  -0.0901
H  -0.5599  1.5038  -1.2102  0.0614
H  2.2973  0.5666  -1.5455  0.1030
H  4.6536  0.6613  -1.0623  0.1071
H  6.6551  0.0001  0.3257  0.0922
H  6.3336  -1.5819  2.2500  0.0838
H  4.0412  -2.4594  2.7934  0.1035
H  2.1226  -1.7871  1.3445  0.0873
H  -4.9260  1.0099  3.3916  0.1063
H  -4.7675  1.2215  5.8588  0.0947
H  -2.6493  0.6736  7.0441  0.0969
H  -0.6784  -0.0994  5.7237  0.1077
H  -0.8441  -0.3165  3.3014  0.0517
H  -3.7084  2.9268  2.4301  0.0885
H  -4.0121  5.0768  1.2987  0.1000
H  -3.9357  5.2274  -1.1844  0.0950
H  -3.4378  3.1716  -2.5198  0.1020
H  -3.0699  1.0355  -1.3909  0.0997
H  -5.4369  0.4587  -0.1852  0.0942
H  -7.0777  -1.2440  -0.8799  0.0978
H  -6.8297  -3.6041  -0.1322  0.0943
H  -4.8868  -4.2508  1.2840  0.1006
H  -3.2400  -2.5558  1.9693  0.1008
C  5.8711  -1.4293  -4.0422  -0.1492
C  4.7332  -2.4498  -3.8035  -0.2031
N  3.5510  -1.8388  -4.3552  -0.0081
C  3.8729  -0.8167  -5.3106  -0.2676
C  2.8483  0.3032  -5.2320  -0.5211
F  3.1124  1.3112  -6.1254  0.1073
F  1.5977  -0.1714  -5.4736  0.1240
F  2.8381  0.8753  -3.9744  0.1002
C  5.2914  -0.3493  -4.9670  -0.1164
H  6.1798  -0.9847  -3.0865  0.1014
H  6.7198  -1.9290  -4.5244  0.1013
H  4.9917  -3.4227  -4.2730  0.1074
H  4.6078  -2.6357  -2.7234  0.1110
H  2.8214  -2.4741  -4.6390  0.1260
H  3.8199  -1.1812  -6.3471  0.1525
H  5.2553  0.6015  -4.4250  0.1159
H  5.8665  -0.2434  -5.8894  0.1117

Force components x, y, z for each atom (eV/Å):
0.1 0.4 0.5
0.6 0.0 -1.9
-0.4 -0.4 3.3
0.7 -0.9 1.7
-0.4 0.7 -1.1
-2.5 1.2 0.5
1.2 -0.5 -0.4
1.8 0.7 -2.1
-0.4 0.6 -2.5
-1.2 0.0 0.0
0.6 0.0 0.0
-0.5 -0.2 0.2
-0.2 -0.2 -0.1
0.2 0.1 -0.1
0.0 0.2 -0.4
0.1 -0.2 -0.1
-1.0 -0.5 2.5
0.4 -1.9 0.5
-0.3 0.8 -0.3
0.4 -1.0 -2.3
0.1 0.9 1.7
0.2 0.2 0.1
-0.3 -0.1 0.6
0.2 0.0 0.3
0.0 0.0 -0.2
0.1 0.0 -0.3
-0.2 0.0 -0.1
0.3 -0.2 -0.1
-0.4 0.5 -0.1
-0.1 -0.1 -0.2
-0.1 -0.1 -0.1
0.1 -0.1 0.1
-0.1 -0.4 0.2
0.2 0.2 -0.1
-0.6 -0.2 0.0
0.1 -0.2 0.0
0.1 -0.1 0.2
0.1 0.1 0.1
0.1 0.3 0.1
0.0 -0.2 -0.2
0.2 0.2 -0.1
0.3 -0.1 0.0
0.2 -0.2 0.3
-0.3 -0.2 0.2
-0.1 0.1 0.0
0.2 0.2 -0.3
0.3 0.1 0.1
0.1 0.0 0.0
0.1 -0.1 -0.2
-0.2 0.0 -0.2
-0.2 0.1 -0.1
-0.2 0.2 0.1
0.3 0.0 -0.1
0.0 -0.2 -0.1
0.1 -0.1 0.1
-0.1 0.1 0.2
0.0 0.2 0.2
0.1 -0.1 0.1
0.2 0.0 0.2
0.1 0.1 0.0
-0.1 0.3 0.0
-0.1 0.1 -0.1
0.0 -0.3 0.1
0.6 -0.4 0.4
-0.4 0.2 0.2
-0.2 0.0 -0.4
-0.2 0.7 1.1
-0.3 -0.9 0.6
0.7 0.5 0.0
-0.1 -0.5 -1.6
-0.1 0.1 0.1
0.1 -0.2 -0.3
-0.1 0.2 0.3
-0.2 0.3 0.1
0.0 0.0 -0.4
0.0 0.1 0.0
0.1 0.1 -0.1
0.0 -0.1 -0.3
0.0 0.2 0.2